No. 1
# C26H33N5O6V

C26H33N5O6V as an isolated structure (ωB97M-V with the def2-TZVPD basis set, OMol25).

Charge: +3
HOMO (spin up / spin down) (eV): -17.62 / -17.62

The geometry in XYZ format:
```
71
C26H33N5O6V ωB97M-V with the def2-TZVPD basis set
V 0.2450 0.0560 0.0481
O 2.6557 -2.5553 -0.9922
C 2.5299 -2.0475 0.0729
O 1.4983 -1.0581 0.1694
C 3.2672 -2.2912 1.3018
C 4.4081 -3.0787 1.2646
C 5.0651 -3.2936 2.4672
C 4.5422 -2.7359 3.6187
C 3.3727 -1.9711 3.5444
N 2.7437 -1.7295 2.4004
H 4.7551 -3.5057 0.3338
H 5.9639 -3.8924 2.4997
H 5.0238 -2.8859 4.5758
H 2.9323 -1.5501 4.4403
C -0.8992 -2.1759 -4.5942
C 0.3387 -2.5995 -3.8390
N 0.5731 -1.6175 -2.7571
C 0.2445 -0.3390 -2.8919
N 0.4733 0.5174 -1.7909
C 0.5313 1.9572 -2.0885
C -0.6964 2.3656 -2.8820
C -0.6984 1.5686 -4.1663
N -0.3428 0.1413 -3.9650
C -0.6746 -0.7661 -5.0970
H -1.7676 -2.1928 -3.9291
H -1.0983 -2.8431 -5.4289
H 1.2078 -2.6271 -4.4972
H 0.2379 -3.5825 -3.3857
H 1.3619 -1.8304 -2.1496
H 1.4385 2.1456 -2.6650
H 0.6122 2.5170 -1.1587
H -0.6539 3.4283 -3.1143
H -1.5981 2.1856 -2.2955
H 0.0281 1.9866 -4.8635
H -1.6720 1.6052 -4.6479
H 0.1420 -0.7371 -5.8188
H -1.5594 -0.3670 -5.5847
O 0.2700 0.1557 2.1267
C 1.0151 0.9529 2.7768
C 1.7394 2.0684 2.1093
C 0.7565 3.2764 2.2332
C 0.1256 3.5332 3.6236
C -0.9296 2.5029 4.1023
C -0.3373 1.2298 4.7358
N 0.9920 0.9836 4.0960
H 1.9423 1.8393 1.0503
H 2.6893 2.2801 2.5983
H -0.0627 3.1455 1.5217
H 1.3093 4.1652 1.9311
H -0.3811 4.4929 3.5357
H 0.9045 3.6807 4.3792
H -1.5614 2.2286 3.2509
H -1.5833 2.9762 4.8325
H -0.9823 0.3688 4.5918
H -0.1610 1.3507 5.7999
H 1.7155 1.5724 4.4847
O -1.2189 -1.3165 -0.1522
C -2.6245 -1.0607 -0.3797
C -3.3906 -2.1324 -0.7586
C -4.7534 -1.9467 -0.9641
C -5.3299 -0.6973 -0.7794
C -4.5418 0.3716 -0.3903
C -3.1735 0.2087 -0.1917
C -2.4029 1.3907 0.2347
O -2.7992 2.4485 0.5461
O -1.0133 1.1167 0.2057
H -1.0692 -2.2682 -0.0081
H -2.9506 -3.1191 -0.8698
H -5.3622 -2.7936 -1.2544
H -6.3924 -0.5580 -0.9285
H -4.9700 1.3517 -0.2238
```

Charges per atom according to Mulliken partitioning, unit e: atom 1 (V): 0.503, atom 2 (O): -0.648, atom 3 (C): 0.374, atom 4 (O): 0.473, atom 5 (C): 0.355, atom 6 (C): -0.716, atom 7 (C): -0.443, atom 8 (C): -0.712, atom 9 (C): -0.059, atom 10 (N): -0.155, atom 11 (H): 0.472, atom 12 (H): 0.485, atom 13 (H): 0.425, atom 14 (H): 0.504, atom 15 (C): -0.553, atom 16 (C): -0.673, atom 17 (N): 0.234, atom 18 (C): 0.223, atom 19 (N): 0.387, atom 20 (C): -0.619, atom 21 (C): -0.349, atom 22 (C): -0.763, atom 23 (N): 0.057, atom 24 (C): -0.681, atom 25 (H): 0.214, atom 26 (H): 0.386, atom 27 (H): 0.351, atom 28 (H): 0.423, atom 29 (H): 0.081, atom 30 (H): 0.592, atom 31 (H): 0.012, atom 32 (H): 0.507, atom 33 (H): 0.067, atom 34 (H): 0.317, atom 35 (H): 0.475, atom 36 (H): 0.297, atom 37 (H): 0.441, atom 38 (O): -1.078, atom 39 (C): 0.641, atom 40 (C): -0.628, atom 41 (C): 0.014, atom 42 (C): -1.165, atom 43 (C): -0.049, atom 44 (C): -0.899, atom 45 (N): -0.040, atom 46 (H): -0.153, atom 47 (H): 0.562, atom 48 (H): -0.103, atom 49 (H): 0.510, atom 50 (H): 0.479, atom 51 (H): 0.349, atom 52 (H): -0.053, atom 53 (H): 0.493, atom 54 (H): 0.301, atom 55 (H): 0.489, atom 56 (H): 0.466, atom 57 (O): 0.074, atom 58 (C): 1.247, atom 59 (C): -0.921, atom 60 (C): -0.679, atom 61 (C): -0.801, atom 62 (C): -1.142, atom 63 (C): 0.339, atom 64 (C): 0.314, atom 65 (O): -0.446, atom 66 (O): 0.251, atom 67 (H): 0.254, atom 68 (H): 0.565, atom 69 (H): 0.486, atom 70 (H): 0.474, atom 71 (H): 0.565

=====

No. 2
# C7H10NS

An isolated ion of composition C7H10NS and charge +1 (ωB97M-V with the def2-TZVPD basis set, OMol25).

Charge: +1
HOMO (spin up / spin down) (eV): -13.17 / -13.39

The geometry in XYZ format:
```
19
C7H10NS ωB97M-V with the def2-TZVPD basis set
C 0.7133 2.2291 -0.4346
N 0.3851 0.6589 -0.3265
C 1.5762 -0.2398 -0.3969
C 1.8643 -0.8886 0.9929
C -0.8996 0.2998 -0.2854
C -1.2798 -1.0254 -0.5974
C -2.5468 -1.3432 -0.3061
S -3.3523 0.1085 0.3878
C -1.8930 1.0065 0.2950
H 1.7689 2.5218 -0.4026
H 0.0053 2.9742 -0.5366
H 1.1343 -1.0908 -0.9946
H 2.4617 0.2152 -0.7707
H 1.6779 -0.2275 1.8390
H 1.1039 -1.6799 1.1838
H 2.8193 -1.2898 0.8864
H -0.6067 -1.8963 -0.8696
H -3.2760 -2.1689 -0.5095
H -1.6559 1.8360 0.8458
```

Charges per atom according to Mulliken partitioning, unit e: atom 1 (C): -0.447, atom 2 (N): 0.139, atom 3 (C): -0.584, atom 4 (C): -0.920, atom 5 (C): 1.086, atom 6 (C): -0.686, atom 7 (C): -0.427, atom 8 (S): -0.025, atom 9 (C): -0.507, atom 10 (H): 0.251, atom 11 (H): 0.384, atom 12 (H): 0.207, atom 13 (H): 0.476, atom 14 (H): 0.318, atom 15 (H): 0.277, atom 16 (H): 0.376, atom 17 (H): 0.206, atom 18 (H): 0.406, atom 19 (H): 0.469

=====

No. 3
# C3H10N2S2

One molecule with the formula C3H10N2S2 (ωB97M-V with the def2-TZVPD basis set, OMol25).

HOMO (eV): -8.49

The geometry in XYZ format:
```
17
C3H10N2S2 ωB97M-V with the def2-TZVPD basis set
N -0.9881 1.2388 -1.7434
C -1.1246 0.1145 -0.7672
C 0.0122 -0.0416 0.2294
N 1.2587 0.5790 -0.1981
C 0.3187 -1.5408 0.4345
S 1.3667 -2.1075 1.7855
S 0.8780 -0.4779 2.9117
H -1.8842 1.2639 -2.2869
H -0.6106 2.1760 -1.4382
H -2.1679 0.2501 -0.3694
H -0.9499 -0.6893 -1.3468
H -0.6583 0.4444 1.0130
H 1.3776 1.3484 0.5388
H 1.1556 1.1109 -1.1544
H -0.5571 -2.1499 0.6192
H 0.9587 -1.9282 -0.3651
H 1.6145 0.4092 2.1374
```

Charges per atom according to Mulliken partitioning, unit e: atom 1 (N): -0.628, atom 2 (C): -0.885, atom 3 (C): 0.376, atom 4 (N): -0.650, atom 5 (C): -0.767, atom 6 (S): -0.061, atom 7 (S): -0.241, atom 8 (H): 0.228, atom 9 (H): 0.172, atom 10 (H): 0.310, atom 11 (H): 0.359, atom 12 (H): 0.210, atom 13 (H): 0.308, atom 14 (H): 0.314, atom 15 (H): 0.420, atom 16 (H): 0.330, atom 17 (H): 0.203

=====

No. 4
# C3H8N2

C3H8N2 as an isolated structure (ωB97M-V with the def2-TZVPD basis set, OMol25).

HOMO (eV): -6.63

The geometry in XYZ format:
```
13
C3H8N2 ωB97M-V with the def2-TZVPD basis set
C -1.2629 0.0394 -0.7509
C -0.7631 -0.9297 0.2587
N 1.7083 0.5671 -0.4408
C 1.1345 0.4062 0.8218
N 0.3490 -0.9510 0.9053
H -1.6002 -0.4537 -1.6564
H -1.9931 0.7084 -0.2860
H -0.4848 0.7563 -1.0046
H -1.3416 -1.8390 0.4422
H 0.4873 -1.1922 -0.2627
H 1.4714 1.4846 -0.8045
H 0.4070 1.1588 1.1701
H 1.8884 0.2449 1.6079
```

Charges per atom according to Mulliken partitioning, unit e: atom 1 (C): -0.815, atom 2 (C): -0.081, atom 3 (N): -0.894, atom 4 (C): -0.279, atom 5 (N): -0.430, atom 6 (H): 0.369, atom 7 (H): 0.337, atom 8 (H): 0.164, atom 9 (H): 0.413, atom 10 (H): 0.488, atom 11 (H): 0.150, atom 12 (H): 0.296, atom 13 (H): 0.282

=====

No. 5
# C8H8N2O

One molecule with the formula C8H8N2O (ωB97M-V with the def2-TZVPD basis set, OMol25).

HOMO (eV): -8.43

The geometry in XYZ format:
```
19
C8H8N2O ωB97M-V with the def2-TZVPD basis set
C -2.5324 -1.0971 0.4405
O -1.8999 -0.4867 -0.7333
C -0.7999 0.2098 -0.3589
C -0.8666 1.5751 -0.2388
C 0.3715 2.2870 -0.0647
C 1.5935 1.6795 0.0103
C 1.5662 0.3039 -0.0368
N 2.5581 -0.7071 0.0120
N 2.0709 -1.9165 -0.1817
C 0.7752 -1.8546 -0.2683
C 0.4142 -0.4531 -0.2633
H -1.8552 -1.8511 0.8926
H -2.7661 -0.2858 1.2049
H -3.4309 -1.6399 0.1810
H -1.7868 2.0672 -0.3270
H 0.3070 3.3820 0.0385
H 2.5418 2.1889 0.0466
H 3.5454 -0.6192 0.0177
H 0.1940 -2.7825 -0.3712
```

Charges per atom according to Mulliken partitioning, unit e: atom 1 (C): -0.739, atom 2 (O): -0.461, atom 3 (C): 0.656, atom 4 (C): -0.768, atom 5 (C): -0.163, atom 6 (C): -1.226, atom 7 (C): 0.006, atom 8 (N): 0.310, atom 9 (N): -0.827, atom 10 (C): -0.456, atom 11 (C): 1.003, atom 12 (H): 0.238, atom 13 (H): 0.280, atom 14 (H): 0.273, atom 15 (H): 0.515, atom 16 (H): 0.330, atom 17 (H): 0.405, atom 18 (H): 0.174, atom 19 (H): 0.452

=====

No. 6
# C6H7NO

One molecule with the formula C6H7NO (ωB97M-V with the def2-TZVPD basis set, OMol25).

HOMO (eV): -8.69

The geometry in XYZ format:
```
15
C6H7NO ωB97M-V with the def2-TZVPD basis set
C -2.3267 1.0124 -0.0446
C -1.4063 -0.2246 0.0240
O -1.8758 -1.2812 0.0071
C 0.0303 0.0923 0.0277
C 0.9032 1.2055 -0.0124
C 2.1837 0.7677 -0.0019
C 2.1609 -0.5734 0.0158
N 0.9177 -1.0358 0.0142
H -2.0835 1.7385 0.9067
H -2.2761 1.6770 -0.7180
H -3.2481 0.6006 -0.0155
H 0.3793 1.8934 -0.1323
H 3.1792 1.3856 0.0126
H 2.8058 -1.4724 -0.0719
H 0.5550 -2.0026 -0.1897
```

Charges per atom according to Mulliken partitioning, unit e: atom 1 (C): -1.463, atom 2 (C): 0.970, atom 3 (O): -0.552, atom 4 (C): 0.004, atom 5 (C): -0.753, atom 6 (C): -0.759, atom 7 (C): -0.275, atom 8 (N): -0.121, atom 9 (H): 0.261, atom 10 (H): 0.463, atom 11 (H): 0.421, atom 12 (H): 0.862, atom 13 (H): 0.262, atom 14 (H): 0.381, atom 15 (H): 0.297

=====

No. 7
# C6H24AgF2N13O10S2

C6H24AgF2N13O10S2 as an isolated structure (ωB97M-V with the def2-TZVPD basis set, OMol25).

Expectation value of S²: 0.76
Multiplicity: 2
Charge: +1
HOMO (spin up / spin down) (eV): -11.31 / -11.31

The geometry in XYZ format:
```
58
C6H24AgF2N13O10S2 ωB97M-V with the def2-TZVPD basis set
Ag 0.9936 0.3949 0.2794
N 4.4143 1.3741 2.7761
S 4.7906 2.5720 3.6071
O 5.8301 3.4190 3.1267
O 4.4697 2.4712 5.0269
F 3.4208 3.4646 3.1604
S 5.6772 0.5048 3.4698
O 5.4440 -0.0369 4.8385
O 7.0645 0.8033 2.9655
F 5.4378 -0.7615 2.5767
C 1.8589 -3.5728 -4.4544
O 2.0983 -2.7759 -3.5792
N 2.5921 -4.4983 -4.9066
N 0.7111 -3.7399 -5.0790
H 2.1433 -5.1255 -5.5587
H 3.3994 -4.7617 -4.3598
H 0.0574 -3.0108 -5.3261
H 0.5280 -4.6823 -5.3928
C -2.4557 0.0859 5.1251
O -1.7199 0.5874 4.2902
N -3.0820 -1.0591 5.1215
N -2.7650 0.6753 6.2423
H -2.8443 -1.6807 4.3617
H -3.4987 -1.4018 5.9754
H -2.3141 1.5406 6.5033
H -3.4951 0.4670 6.9082
C 3.3787 3.6615 -4.6492
O 2.9089 3.1615 -3.6885
N 3.3989 4.9394 -4.8910
N 3.8114 3.0168 -5.6326
H 3.1058 5.6086 -4.1936
H 3.5783 5.1739 -5.8568
H 3.9207 3.5399 -6.4896
H 3.8868 2.0106 -5.6783
C -3.5027 5.3170 0.5723
O -2.7680 4.7188 -0.1596
N -4.7834 5.2307 0.5396
N -3.1715 6.1767 1.4891
H -5.3792 5.8076 1.1161
H -5.2877 4.5647 -0.0280
H -3.7980 6.7996 1.9786
H -2.1679 6.2459 1.5786
C 0.6839 -5.8544 1.1836
O 0.6503 -4.6343 1.3573
N -0.3413 -6.6282 0.7632
N 1.7325 -6.6105 1.4947
H -0.3593 -7.6380 0.7556
H -1.1918 -6.1808 0.4523
H 2.5784 -6.1639 1.8188
H 1.7751 -7.4781 0.9793
C -4.6685 -0.7361 -1.5658
O -3.4659 -0.7741 -1.4989
N -5.3357 -0.9108 -2.6535
N -5.4148 -0.6898 -0.4992
H -4.9077 -0.7316 -3.5506
H -6.3120 -0.6578 -2.6006
H -4.9341 -0.5400 0.3763
H -6.3766 -0.9976 -0.5180
```

Charges per atom according to Mulliken partitioning, unit e: atom 1 (Ag): 0.996, atom 2 (N): -0.012, atom 3 (S): 1.106, atom 4 (O): -0.374, atom 5 (O): -0.350, atom 6 (F): -0.333, atom 7 (S): 1.073, atom 8 (O): -0.442, atom 9 (O): -0.448, atom 10 (F): -0.220, atom 11 (C): 0.647, atom 12 (O): -0.640, atom 13 (N): -0.354, atom 14 (N): -0.380, atom 15 (H): 0.152, atom 16 (H): 0.221, atom 17 (H): 0.193, atom 18 (H): 0.161, atom 19 (C): 0.641, atom 20 (O): -0.665, atom 21 (N): -0.384, atom 22 (N): -0.397, atom 23 (H): 0.235, atom 24 (H): 0.199, atom 25 (H): 0.202, atom 26 (H): 0.172, atom 27 (C): 0.645, atom 28 (O): -0.649, atom 29 (N): -0.368, atom 30 (N): -0.333, atom 31 (H): 0.206, atom 32 (H): 0.150, atom 33 (H): 0.140, atom 34 (H): 0.208, atom 35 (C): 0.666, atom 36 (O): -0.652, atom 37 (N): -0.364, atom 38 (N): -0.395, atom 39 (H): 0.147, atom 40 (H): 0.201, atom 41 (H): 0.181, atom 42 (H): 0.216, atom 43 (C): 0.608, atom 44 (O): -0.644, atom 45 (N): -0.384, atom 46 (N): -0.405, atom 47 (H): 0.184, atom 48 (H): 0.213, atom 49 (H): 0.227, atom 50 (H): 0.203, atom 51 (C): 0.611, atom 52 (O): -0.657, atom 53 (N): -0.411, atom 54 (N): -0.398, atom 55 (H): 0.249, atom 56 (H): 0.206, atom 57 (H): 0.216, atom 58 (H): 0.186

=====

No. 8
# C6H16NO

A 2-piece molecular cluster, C6H16NO overall (ωB97M-V with the def2-TZVPD basis set, OMol25).

Expectation value of S²: 0.75
Multiplicity: 2
Charge: +2
HOMO (spin up / spin down) (eV): -17.67 / -17.67

The geometry in XYZ format:
```
24
C6H16NO ωB97M-V with the def2-TZVPD basis set
C -1.2637 1.1041 0.5543
O -2.3585 0.2930 0.0156
C -0.0042 1.0569 -0.1961
C 0.5183 -0.2921 -0.4586
C 1.5575 -0.7992 0.5477
C 2.7864 0.1645 0.5047
C 3.6856 -0.1026 -0.7217
N -5.2631 -1.0279 0.3506
H -1.1394 0.6455 1.5611
H -1.7779 2.0263 0.8541
H -2.4999 0.5430 -0.9056
H 0.0851 1.9026 -0.8963
H 0.9840 -0.3389 -1.4608
H -0.3797 -0.8847 -0.7321
H 1.7915 -1.8179 0.2569
H 1.2918 -0.7639 1.6006
H 2.3931 1.1906 0.4205
H 3.4382 0.1331 1.3838
H 4.0487 -1.1281 -0.7559
H 3.1482 0.1050 -1.6590
H 4.5003 0.6246 -0.7233
H -5.0391 -1.6232 -0.4583
H -4.3917 -0.5561 0.6614
H -6.1115 -0.4546 0.2564
```

Charges per atom according to Mulliken partitioning, unit e: atom 1 (C): -0.657, atom 2 (O): -0.498, atom 3 (C): 0.196, atom 4 (C): -0.517, atom 5 (C): -0.387, atom 6 (C): -0.344, atom 7 (C): -1.223, atom 8 (N): -0.120, atom 9 (H): 0.293, atom 10 (H): 0.430, atom 11 (H): 0.351, atom 12 (H): 0.340, atom 13 (H): 0.331, atom 14 (H): 0.434, atom 15 (H): 0.350, atom 16 (H): 0.270, atom 17 (H): 0.244, atom 18 (H): 0.369, atom 19 (H): 0.333, atom 20 (H): 0.312, atom 21 (H): 0.372, atom 22 (H): 0.373, atom 23 (H): 0.364, atom 24 (H): 0.384

=====

The records above yield relative energy (zero: lowest compared OMol25 entry of this formula, charge and spin) values of 181.7; 178.9; 235.8; 677.5; 192.3; 282.2; 1064.0; 471.5 kJ/mol, respectively.
The records above yield F_max values of 0.05536; 0.19178; 0.07772; 0.04881; 0.06612; 0.27624; 0.24910; 0.08574 Eh/bohr, respectively.